Record 1
# C2H4N2OS

A single C2H4N2OS molecule at a distorted geometry (ωB97M-V/def2-TZVPD, the Open Molecules 2025 dataset).

Summary:
- Net charge: 0
- SMILES string: [H]/N=C/NOC=S
- Energy above the lowest of the compared OMol25 structures with the same formula, charge and spin: 342.42 kJ/mol
- HOMO-LUMO gap: 9.57 eV

XYZ file:
```
10
Properties=species:S:1:pos:R:3:forces:R:3
H 2.5797 -1.4633 -0.9070 -0.8 0.5 0.3
N 1.8441 -0.7385 -0.7867 1.2 -0.5 0.0
C 1.7228 -0.3743 0.4135 0.2 -1.0 0.8
N 0.9140 0.6942 0.7735 -0.8 -0.6 1.8
O 0.2011 1.1723 -0.2783 -1.0 1.0 -1.6
C -0.9674 0.6079 -0.5577 -0.8 -1.2 0.6
S -1.8093 -0.6064 0.1641 1.1 0.8 0.0
H 2.1373 -0.8055 1.3701 0.0 0.2 -1.1
H 0.2089 0.4203 1.4918 0.8 0.1 -0.3
H -1.4261 1.0814 -1.3974 0.1 0.6 -0.6
```
Positions in Å, forces in eV/Å.


Record 2
# C9H9N5O2S

A single C9H9N5O2S molecule at a distorted geometry (ωB97M-V/def2-TZVPD, the Open Molecules 2025 dataset).

Summary:
- Net charge: 0
- SMILES string: On1nnc2cc(C[C@@H]3NOC(=S)N3)ccc21
- Energy above the lowest of the compared OMol25 structures with the same formula, charge and spin: 340.82 kJ/mol
- HOMO-LUMO gap: 8.44 eV

XYZ file:
```
26
Properties=species:S:1:pos:R:3:forces:R:3
O 4.7118 -1.6551 -0.2223 -0.6 1.4 -0.2
N 3.9642 -0.4812 -0.4871 0.1 0.0 0.7
N 4.3825 0.5326 -1.1761 -0.6 1.3 -2.2
N 3.3703 1.3703 -1.3713 1.3 1.0 -0.2
C 2.2702 0.9760 -0.6203 1.3 -0.7 -0.8
C 0.9248 1.3697 -0.4262 -0.6 -0.1 2.3
C 0.0670 0.7177 0.5377 1.0 0.1 -2.1
C -1.4336 1.0210 0.8236 1.7 1.9 0.1
C -2.3359 0.4888 -0.2558 2.0 1.5 -0.7
N -3.6719 0.9390 -0.0081 -0.7 1.6 0.7
O -4.5117 -0.1902 0.0099 0.3 -0.8 -0.7
C -3.7175 -1.2459 -0.1444 1.7 -3.6 0.7
S -4.2347 -2.8305 -0.1502 -0.1 1.1 -0.1
N -2.3535 -0.9103 -0.1471 -2.5 -0.6 -0.4
C 0.5932 -0.4791 1.0892 0.7 1.9 -1.6
C 1.8676 -0.8724 0.8193 1.3 -2.2 1.0
C 2.7306 -0.1555 -0.0534 -2.7 -4.5 3.5
H 5.4282 -1.6978 -0.8969 -0.7 0.5 0.3
H 0.7363 2.3247 -0.8177 -1.0 1.1 -0.7
H -1.8039 0.5603 1.7773 0.6 0.6 -0.7
H -1.5514 2.1381 0.8474 0.0 -0.9 0.3
H -2.0564 0.8235 -1.2722 0.5 0.0 0.3
H -4.0134 1.6014 -0.7123 0.0 -0.8 0.1
H -1.4789 -1.4882 -0.0929 -2.0 0.5 -0.3
H -0.0995 -1.0628 1.5881 -0.7 -1.3 1.6
H 2.2160 -1.7940 1.3617 -0.2 0.9 -0.9
```
Positions in Å, forces in eV/Å.


Record 3
# C3H6N4

A single C3H6N4 molecule at a distorted geometry (ωB97M-V/def2-TZVPD, the Open Molecules 2025 dataset).

Summary:
- Net charge: 0
- SMILES string: [H]/N=C\N/C=N/C=N/[H]
- Energy above the lowest of the compared OMol25 structures with the same formula, charge and spin: 141.69 kJ/mol
- HOMO-LUMO gap: 10.28 eV

XYZ file:
```
13
Properties=species:S:1:pos:R:3:forces:R:3
H -2.7784 -0.7375 -2.1800 -0.2 -0.3 1.2
N -3.0164 -1.1971 -1.2667 0.7 -0.6 -0.3
C -2.0667 -1.1686 -0.4169 -0.1 1.7 -0.8
N -0.9046 -0.3854 -0.6043 0.1 -0.6 -1.5
C 0.0792 -0.0665 0.3222 -4.6 -1.7 0.2
N 1.0736 0.5727 -0.0159 2.4 0.8 0.0
C 1.9466 0.8495 1.0539 -0.9 0.3 -0.7
N 3.0245 1.4427 0.8009 1.3 0.3 2.3
H 3.5362 1.6093 1.7263 -0.7 -0.3 -1.6
H -2.1748 -1.6278 0.5615 0.0 -0.1 0.0
H -0.7370 -0.1601 -1.6135 0.1 0.0 1.5
H -0.3299 -0.3514 1.3357 1.1 0.2 -0.5
H 1.4891 0.5511 2.0169 0.8 0.2 0.1
```
Positions in Å, forces in eV/Å.


Record 4
# C41H46F5InN2OP2S2

A molecular structure, C41H46F5InN2OP2S2 at a distorted geometry (ωB97M-V/def2-TZVPD, the Open Molecules 2025 dataset).

Summary:
- Net charge: 0
- HOMO-LUMO gap: 7.25 eV

XYZ file:
```
100
Properties=species:S:1:pos:R:3:forces:R:3
In -1.3299 -0.4706 0.3007 0.7 -0.1 0.1
S -0.6087 0.6735 2.6363 -0.8 0.1 0.0
P 1.1845 0.5820 1.7864 0.4 -0.5 -0.4
C 0.9794 -0.0940 0.1915 0.3 1.0 0.0
P 2.2459 0.2139 -0.9252 -0.7 -0.4 0.2
S 1.8050 1.4002 -2.6415 0.0 0.4 0.4
C 2.8744 -1.2957 -1.7366 -0.1 0.3 0.3
C 3.9522 -1.2353 -2.6140 -0.1 0.0 0.1
C 4.3979 -2.3930 -3.2245 0.1 0.1 -0.1
C 3.7665 -3.6025 -2.9691 -0.1 -0.1 0.0
C 2.6865 -3.6576 -2.1019 0.1 -0.1 -0.1
C 2.2457 -2.5038 -1.4768 0.0 0.1 0.1
C 3.7040 1.0672 -0.2591 -0.2 -0.1 -0.2
C 3.7926 2.4431 -0.4426 0.1 0.0 -0.1
C 4.8794 3.1380 0.0502 0.1 0.0 -0.1
C 5.8786 2.4633 0.7325 0.0 -0.1 0.0
C 5.7829 1.0954 0.9319 0.1 0.0 0.1
C 4.7007 0.3889 0.4348 -0.1 0.0 -0.1
C 1.8965 2.2548 1.9728 -0.1 -0.3 0.0
C 1.1583 3.2982 1.4246 -0.1 0.0 -0.1
C 1.5827 4.6032 1.5812 0.0 0.0 -0.1
C 2.7442 4.8686 2.2918 0.1 0.1 0.0
C 3.4793 3.8301 2.8368 0.0 0.1 0.1
C 3.0615 2.5203 2.6785 -0.1 -0.1 0.0
C 2.2209 -0.4986 2.8233 -0.3 0.2 -0.2
C 2.3652 -0.2000 4.1744 0.0 -0.1 -0.1
C 3.0835 -1.0540 4.9892 0.0 0.1 0.1
C 3.6387 -2.2118 4.4644 0.1 0.0 0.0
C 3.4569 -2.5287 3.1289 0.1 -0.1 0.1
C 2.7472 -1.6727 2.3061 0.0 0.1 -0.1
H 4.4177 -0.2812 -2.8231 0.1 0.0 0.0
H 5.2347 -2.3533 -3.9054 0.1 0.0 -0.1
H 4.1250 -4.5038 -3.4435 0.0 -0.1 -0.1
H 2.1865 -4.5955 -1.9127 0.0 -0.1 0.0
H 1.4077 -2.5255 -0.7933 0.0 0.0 0.1
H 3.0118 2.9681 -0.9757 0.1 0.1 0.0
H 4.9464 4.2030 -0.1064 0.0 0.1 0.0
H 6.7340 3.0023 1.1111 0.1 0.1 0.0
H 6.5586 0.5728 1.4726 0.1 0.0 0.0
H 4.6430 -0.6807 0.5844 0.0 0.0 0.0
H 0.2444 3.0742 0.8831 0.0 0.0 0.0
H 1.0013 5.4116 1.1621 0.0 0.1 0.0
H 3.0788 5.8884 2.4141 0.0 0.1 0.0
H 4.3810 4.0362 3.3959 0.1 0.0 0.0
H 3.6464 1.7122 3.0949 0.0 0.0 0.0
H 1.9029 0.6953 4.5709 0.0 0.0 0.1
H 3.2020 -0.8208 6.0367 0.0 0.0 0.1
H 4.2106 -2.8688 5.1033 0.0 -0.1 0.1
H 3.8587 -3.4495 2.7312 0.1 -0.1 0.0
H 2.5866 -1.9147 1.2623 0.0 0.0 0.0
F -3.2526 -2.4990 1.5991 -0.1 -0.1 -0.2
C -1.9056 -2.3567 1.4432 0.0 0.7 0.2
F -1.3818 -2.4467 2.7073 0.0 0.0 -0.3
C -1.3532 -3.5017 0.6443 0.5 -0.9 -0.5
F -1.6302 -3.3458 -0.6715 -0.3 0.1 -0.1
F -0.0097 -3.4720 0.7267 0.3 0.0 0.2
F -1.7343 -4.7384 0.9653 -0.2 0.0 0.3
C -3.6310 1.9742 2.7409 0.2 0.0 -0.2
C -3.5304 2.2123 1.2338 0.1 0.1 0.0
C -3.5086 3.7079 0.9031 0.1 -0.2 0.0
C -4.6555 1.4910 0.5365 0.3 -0.2 -0.1
C -5.9533 1.9089 0.7854 0.0 -0.1 -0.1
C -7.0321 1.2885 0.1933 -0.1 0.1 0.0
C -6.7888 0.2310 -0.6586 0.0 -0.1 0.0
C -5.5104 -0.2419 -0.9225 -0.1 0.0 -0.2
C -5.4439 -1.4486 -1.8416 0.2 -0.1 0.1
C -4.3259 -1.4134 -2.8770 -0.2 0.0 0.1
C -5.3319 -2.7313 -1.0141 -0.1 0.1 -0.1
C -4.4016 0.3896 -0.3098 -0.6 0.3 0.0
O -3.1619 -0.0058 -0.6167 0.6 -0.1 0.1
H -2.8146 2.4704 3.2625 0.0 0.0 0.1
H -3.5744 0.9034 2.9461 0.0 0.0 0.1
H -4.5786 2.3487 3.1246 -0.1 0.0 0.0
H -2.5741 1.8035 0.8757 -0.3 0.1 0.2
H -4.4093 4.2079 1.2551 -0.1 0.1 0.0
H -3.4381 3.8515 -0.1743 0.0 0.1 -0.1
H -2.6462 4.1826 1.3731 0.0 0.1 0.0
H -6.1200 2.7428 1.4513 0.0 0.1 0.1
H -8.0428 1.6204 0.3873 0.0 0.0 0.0
H -7.6253 -0.2615 -1.1355 -0.1 -0.1 -0.1
H -6.3966 -1.4855 -2.3852 0.1 0.1 0.1
H -3.3885 -1.6176 -2.3747 0.1 0.0 0.0
H -4.2726 -0.4457 -3.3697 0.1 0.2 -0.1
H -4.4945 -2.1791 -3.6327 0.0 -0.1 -0.1
H -4.4068 -2.7193 -0.4472 0.1 -0.1 0.1
H -5.3363 -3.6071 -1.6621 0.0 -0.1 0.0
H -6.1585 -2.8079 -0.3125 -0.1 -0.1 0.1
N 1.2049 -1.0182 -4.5243 0.0 -0.1 -0.2
C -0.2551 -1.1490 -4.4853 -0.2 -0.3 0.0
C -0.7060 -1.6129 -3.0912 0.0 -0.2 -0.4
N -0.9594 -0.5146 -2.1707 -0.3 0.3 0.3
H 1.5186 -0.7547 -5.4527 0.0 0.0 0.0
H 1.6425 -1.9066 -4.2921 0.1 0.1 0.0
H 1.5990 0.3198 -3.4735 0.1 -0.3 -0.1
H -0.6241 -1.8575 -5.2385 0.0 0.1 0.0
H -0.6863 -0.1661 -4.7035 -0.1 -0.1 0.0
H 0.0711 -2.2581 -2.6703 -0.2 0.0 -0.1
H -1.6196 -2.2019 -3.1784 0.1 0.0 0.0
H -1.8626 -0.0941 -2.3751 -0.1 0.0 0.0
H -0.2538 0.2118 -2.3013 -0.2 -0.1 0.2
```
Positions in Å, forces in eV/Å.


Record 5
# C3H7N3OS

A molecular structure, C3H7N3OS at a distorted geometry (ωB97M-V/def2-TZVPD, the Open Molecules 2025 dataset).

Summary:
- Net charge: 0
- Energy above the lowest of the compared OMol25 structures with the same formula, charge and spin: 579.32 kJ/mol
- HOMO-LUMO gap: 8.66 eV

XYZ file:
```
15
Properties=species:S:1:pos:R:3:forces:R:3
C -0.5432 -0.4710 0.2569 -2.3 -4.2 0.8
C 1.0429 1.2779 0.1790 1.8 -3.0 0.0
C 0.9160 -0.3129 0.5508 0.6 -0.5 -0.2
H -2.9819 -2.3772 -0.7255 2.6 4.6 2.7
H -2.0537 0.5837 -0.7521 2.8 0.0 1.9
H -0.3540 2.4346 -1.0098 0.7 -2.8 1.8
H 0.8598 1.6538 1.1330 0.5 1.5 2.0
H 2.0176 1.5553 -0.3338 -1.4 -0.2 0.8
H 1.2346 -0.6582 1.5833 -0.8 1.2 -1.0
H 2.9353 -1.1400 0.1298 0.9 -0.1 0.0
N -1.1403 -1.6669 0.2950 -0.5 2.9 -1.1
N -1.1672 0.6887 -0.0783 -1.7 0.3 -1.3
N -0.0871 1.4420 -0.6033 -1.6 4.0 -4.8
O -2.5358 -1.3645 -0.1939 -0.9 -4.9 -1.8
S 1.8571 -1.6453 -0.4310 -0.9 1.3 0.2
```
Positions in Å, forces in eV/Å.


Record 6
# C20H25As2CoN3S4

A molecular structure, C20H25As2CoN3S4 at a distorted geometry (ωB97M-V/def2-TZVPD, the Open Molecules 2025 dataset).

Summary:
- Net charge: 0
- Energy above the lowest of the compared OMol25 structures with the same formula, charge and spin: 183.68 kJ/mol
- 2S+1: 2
- HOMO-LUMO gap (spin up / spin down): 5.35 / 5.75 eV

XYZ file:
```
55
Properties=species:S:1:pos:R:3:forces:R:3
Co 0.0311 -0.3476 0.2853 -1.2 0.4 1.2
S -4.0500 -1.7267 1.4894 0.1 0.3 -0.1
C -2.5196 -1.2044 1.0876 -1.2 -1.0 0.4
S -1.2409 -2.2984 0.7883 0.6 0.0 -0.2
S -2.1517 0.4606 0.9334 1.3 0.1 -0.6
C 2.0052 1.2955 4.9478 -0.5 0.2 0.4
N 2.7401 0.9365 3.7707 0.1 -0.5 -0.8
C 4.0910 0.9986 3.5775 0.6 -0.2 -0.6
C 4.3562 0.5475 2.3337 0.5 0.4 0.6
N 3.1525 0.2002 1.7358 -0.3 0.4 0.6
C 2.1574 0.4375 2.6474 -0.9 0.1 0.1
S 0.5100 0.2657 2.5059 -0.3 0.1 -0.5
C 3.0321 -0.2770 0.4297 -0.4 -0.7 -0.8
C 4.0763 -0.0213 -0.4644 0.1 -0.2 0.3
C 4.0947 -0.6560 -1.6866 -0.7 -0.5 0.1
C 3.0419 -1.5260 -1.9878 0.8 0.2 -0.1
C 2.0160 -1.6699 -1.0851 -0.1 -0.2 0.3
N 1.9569 -1.0307 0.0973 0.9 0.6 -0.4
H 2.6960 1.5071 5.7590 0.1 0.0 0.0
H 1.3482 0.4733 5.2259 0.0 0.0 0.1
H 1.3789 2.1714 4.7574 0.1 -0.1 0.0
H 4.7597 1.3434 4.3362 0.2 0.1 0.2
H 5.2959 0.4088 1.8498 0.2 0.0 -0.1
H 4.8779 0.6482 -0.1955 0.0 0.0 0.1
H 4.9172 -0.5149 -2.3730 0.0 0.1 0.0
H 3.0438 -2.0977 -2.9012 -0.1 0.0 -0.1
H 1.2008 -2.3606 -1.2732 -0.1 0.2 0.0
C 2.7339 1.9271 -3.7531 -0.1 -0.1 0.2
As 1.6502 1.7419 -2.1016 0.2 0.5 -0.2
C 2.2095 3.4524 -1.2836 0.0 -0.1 0.0
C -0.0405 2.3151 -2.8918 -0.1 -0.1 0.0
C -0.1525 3.5368 -3.5390 0.2 0.2 0.0
C -1.3368 3.9356 -4.1295 -0.1 0.1 -0.1
C -2.4402 3.1025 -4.0712 0.0 -0.1 0.0
C -2.3395 1.8803 -3.4295 -0.2 -0.2 0.0
C -1.1495 1.4683 -2.8420 0.1 -0.1 0.1
As -0.9990 -0.2857 -1.9857 -0.3 -0.2 -0.2
C -2.8400 -0.9310 -2.1180 0.0 0.0 0.0
C -0.2828 -1.2585 -3.5530 0.0 0.0 0.1
H 2.5666 2.8956 -4.2200 0.0 0.0 0.0
H 2.4547 1.1431 -4.4563 0.0 0.0 0.0
H 3.7956 1.8213 -3.5288 0.0 0.0 0.1
H 2.2236 4.2664 -2.0053 0.0 0.0 -0.1
H 3.2131 3.3474 -0.8672 0.0 -0.1 0.0
H 1.5298 3.7119 -0.4743 -0.1 0.0 0.0
H 0.7015 4.2009 -3.5928 0.0 0.0 0.0
H -1.3940 4.8886 -4.6365 0.0 0.1 0.0
H -3.3767 3.3876 -4.5317 0.0 0.1 0.0
H -3.2055 1.2319 -3.3979 0.0 0.0 0.0
H -2.9048 -1.9223 -1.6673 0.1 0.1 0.1
H -3.1597 -1.0039 -3.1593 0.1 0.1 0.0
H -3.5065 -0.2624 -1.5712 0.1 -0.1 0.0
H -0.8823 -1.0197 -4.4350 0.1 0.0 0.1
H -0.3333 -2.3351 -3.3771 0.0 0.1 0.1
H 0.7567 -0.9759 -3.7303 -0.1 0.0 0.0
```
Positions in Å, forces in eV/Å.


| no. | E (eV) |
| --- | --- |
| 1 | -17999.1104 |
| 2 | -31853.8057 |
| 3 | -9167.3876 |
| 4 | -107302.5673 |
| 5 | -20572.1795 |
| 6 | -228260.8084 |